Density functional theory data (the ωB97M-V functional and the def2-TZVPD basis) for a single C6H11N molecule.

Its SMILES is C/C=C/C(C)=C/N. The HOMO-LUMO gap is 7.61 eV. The molecular weight is 97.2 g mol⁻¹. The total charge is 0. For the energy above the lowest of the compared OMol25 structures with the same formula, charge and spin, the calculation gives 68.9 kcal per mole. As for the lowest unoccupied orbital energy: 0.91 eV.

XYZ file:
```
18
Properties=species:S:1:pos:R:3:forces:R:3:nbo_charge:R:1
C 1.2984 -1.6754 -0.8859 -1.2 1.8 1.8 -0.621
N 1.5754 1.3279 -1.7301 1.8 -4.6 0.5 -0.781
C 0.4675 0.7589 -1.1858 0.4 -1.5 -0.7 0.094
C 0.2939 -0.5178 -0.6863 3.0 0.8 -2.4 -0.189
C -0.4491 -0.5430 0.4696 -4.2 0.6 3.6 -0.184
C -1.5477 0.2157 0.7380 0.7 0.0 -1.1 -0.248
C -1.9341 0.3797 2.1362 -0.8 -0.3 3.0 -0.647
H 0.7474 -2.6225 -0.9717 0.6 0.3 -0.3 0.227
H 1.9328 -1.3501 -1.6485 0.9 -0.5 -1.9 0.198
H 1.9520 -1.6608 -0.0106 -0.1 -0.6 0.3 0.203
H 2.4264 0.8485 -2.0378 -0.8 -0.1 0.5 0.382
H 1.5285 2.1880 -2.0677 -0.6 4.4 -1.7 0.371
H -0.3263 1.4787 -1.2843 -0.4 0.1 1.1 0.191
H -0.1091 -1.0733 1.4171 0.0 0.2 -1.6 0.197
H -1.9609 0.9570 0.0367 0.1 -0.8 -0.1 0.182
H -0.9495 0.3169 2.6204 -0.6 -0.4 0.8 0.206
H -2.2806 1.3813 2.4972 -0.1 -0.7 -0.9 0.211
H -2.6649 -0.4098 2.5935 1.2 1.3 -0.9 0.205
```
Positions in Å, forces in eV/Å.